The following is a DFT calculation (ωB97M-V/def2-TZVPD) of a 30-piece molecular cluster, H60O30 overall in a non-equilibrium geometry.

Geometry as XYZ:
```
90
Properties=species:S:1:pos:R:3:forces:R:3:mulliken_charge:R:1
O -2.309 -1.101 -0.532 -0.13 -0.24 0.04 -0.33
H -2.586 -1.602 -1.300 -0.02 -0.28 -0.41 0.17
H -3.102 -0.653 -0.239 -0.29 0.42 0.30 0.19
O -4.331 1.138 -0.427 0.63 0.11 1.13 -0.49
H -4.260 2.049 -0.142 -0.08 0.29 -0.20 0.32
H -3.974 1.136 -1.315 0.19 0.04 -1.31 0.23
O 1.661 -2.273 -2.334 -0.55 0.33 -0.44 -0.49
H 1.273 -2.183 -1.464 0.04 0.06 0.41 0.07
H 1.517 -3.189 -2.568 -0.13 -0.40 -0.05 0.31
O -2.229 -1.194 -4.129 0.17 0.37 0.00 -0.60
H -2.713 -1.934 -3.764 -0.26 -0.30 0.36 0.26
H -1.586 -1.593 -4.714 0.19 0.01 -0.26 0.29
O -3.621 1.078 -3.026 0.01 0.24 0.27 -0.57
H -3.020 0.425 -3.385 0.35 -0.46 -0.22 0.29
H -4.054 1.454 -3.792 -0.27 0.14 -0.06 0.27
O -0.083 -0.095 0.466 0.84 0.32 0.38 -0.20
H 0.530 -0.490 -0.155 0.38 0.01 -0.06 0.07
H -0.925 -0.503 0.264 -0.54 -0.11 -0.23 0.28
O -6.658 0.260 0.075 -1.00 -0.55 0.45 -0.64
H -7.120 0.948 0.555 -0.28 0.07 0.07 0.28
H -5.734 0.506 0.133 0.34 0.17 -0.31 0.38
O 0.745 0.287 -3.556 0.26 0.02 -0.20 -0.59
H -0.195 0.128 -3.466 -0.43 -0.11 0.13 0.29
H 1.145 -0.577 -3.458 0.14 -0.60 0.09 0.23
O 1.788 -3.631 0.459 -0.01 0.05 -0.33 -0.54
H 0.841 -3.774 0.459 -0.29 -0.03 0.14 0.27
H 2.101 -4.099 1.233 0.20 -0.14 0.22 0.26
O -4.491 -4.399 0.686 0.04 -0.46 -0.80 -0.61
H -3.676 -4.044 1.041 0.01 0.22 0.53 0.32
H -5.179 -3.866 1.085 0.02 0.13 0.05 0.28
O 4.297 -2.767 -2.869 -0.22 -1.18 -0.27 -0.69
H 4.624 -1.868 -2.826 0.40 0.03 0.00 0.47
H 3.350 -2.673 -2.967 0.14 0.07 0.12 0.30
O 3.032 1.259 -1.452 -0.04 0.57 -0.14 -0.14
H 2.578 0.927 -2.226 -0.54 0.08 -0.29 0.08
H 3.277 0.474 -0.962 -0.09 -0.89 0.44 0.10
O -2.663 -0.410 4.108 -0.34 -0.49 -0.04 -0.63
H -2.192 0.394 3.887 0.28 0.34 -0.29 0.28
H -3.154 -0.189 4.900 0.00 0.03 0.43 0.31
O 2.936 -1.040 -0.025 -0.20 0.46 -0.20 -0.08
H 3.238 -0.994 0.882 0.28 0.05 0.41 0.08
H 3.018 -1.965 -0.259 0.19 -0.50 -0.14 0.09
O 1.655 4.222 1.762 0.42 0.00 -0.05 -0.61
H 2.123 4.316 2.592 0.30 0.24 0.25 0.28
H 1.234 5.071 1.626 -0.40 0.21 -0.18 0.29
O -5.974 -1.409 -2.437 0.16 -0.05 -0.50 -0.56
H -5.388 -1.169 -1.719 -0.05 0.18 0.23 0.24
H -6.293 -2.281 -2.206 -0.15 -0.18 0.12 0.28
O 4.301 3.468 -2.270 0.53 0.52 -0.46 -0.62
H 3.930 2.646 -1.950 -0.39 -0.41 0.20 0.33
H 4.479 3.976 -1.478 0.05 0.24 0.14 0.33
O 1.325 4.869 -1.158 -0.05 0.50 0.42 -0.63
H 1.828 4.360 -0.522 0.16 -0.16 0.20 0.29
H 1.504 4.447 -1.999 -0.08 -0.25 -0.40 0.36
O 6.021 -1.562 -0.154 0.11 -0.42 0.27 -0.59
H 5.402 -1.132 -0.744 -0.20 0.09 -0.16 0.35
H 6.834 -1.066 -0.257 0.15 0.13 0.17 0.28
O 1.078 1.668 2.377 0.12 -0.51 0.61 -0.10
H 1.052 1.172 1.559 -0.52 -0.37 -0.35 0.11
H 1.511 2.490 2.146 -0.04 0.37 -0.28 0.27
O 5.667 1.637 0.246 0.15 -0.03 0.32 -0.59
H 4.830 1.538 -0.207 -0.19 0.07 -0.15 0.20
H 6.298 1.813 -0.451 0.12 0.19 -0.18 0.31
O -4.145 -2.800 2.955 -0.02 -0.24 -0.13 -0.58
H -3.828 -1.972 3.315 0.43 0.49 0.13 0.29
H -5.099 -2.734 3.005 -0.27 -0.01 0.14 0.32
O 5.162 -0.395 -2.611 0.23 0.75 0.03 -0.65
H 5.989 0.081 -2.680 0.36 0.05 -0.08 0.28
H 4.531 0.149 -3.082 -0.20 0.37 -0.10 0.24
O -1.041 3.556 3.518 0.00 0.56 0.34 -0.60
H -1.774 3.013 3.229 -0.28 -0.16 -0.21 0.36
H -0.264 3.032 3.326 0.12 -0.25 -0.31 0.31
O 0.535 2.843 -2.875 -0.17 0.62 -0.18 -0.56
H 0.527 2.253 -2.121 0.01 -0.11 0.24 0.26
H 0.502 2.262 -3.635 0.19 -0.10 -0.09 0.33
O 0.166 -1.466 4.828 0.30 -0.31 0.11 -0.61
H 0.468 -0.846 4.165 0.11 0.21 -0.13 0.23
H -0.767 -1.578 4.646 -0.38 0.05 -0.07 0.34
O -3.135 1.859 2.398 0.07 0.12 0.14 -0.56
H -3.431 2.104 1.521 0.26 -0.01 -0.11 0.13
H -3.883 1.407 2.787 -0.21 -0.21 0.14 0.31
O 0.888 1.699 5.267 -0.06 -0.18 0.60 -0.63
H 1.255 2.558 5.060 0.04 0.16 -0.02 0.35
H 0.601 1.350 4.423 0.15 0.04 -0.36 0.20
O -3.066 -3.331 -2.127 0.28 0.22 -0.36 -0.53
H -2.882 -3.714 -1.269 -0.13 -0.16 0.38 0.17
H -3.574 -4.001 -2.585 -0.29 -0.15 -0.09 0.26
O 3.855 -0.973 3.603 0.18 0.13 -0.30 -0.58
H 3.921 -1.801 4.080 0.04 -0.20 0.18 0.31
H 2.977 -0.987 3.221 -0.35 0.11 0.12 0.26
```
Forces are in eV/Å.

The following is a DFT calculation (ωB97M-V/def2-TZVPD) of a 32-piece molecular cluster, H64O32 overall in a non-equilibrium geometry.

Geometry as XYZ:
```
96
Properties=species:S:1:pos:R:3:forces:R:3:mulliken_charge:R:1
O -6.057 0.054 0.207 -0.45 -0.06 0.14 -0.68
H -6.058 0.475 -0.652 -0.05 0.20 -0.20 0.31
H -5.229 -0.425 0.238 0.41 -0.23 0.07 0.29
O 2.593 4.109 -0.332 0.59 0.70 0.58 -0.66
H 3.253 3.442 -0.146 0.25 -0.07 -0.13 0.29
H 1.923 3.650 -0.839 -0.31 -0.35 -0.73 0.51
O 3.517 -2.175 -2.483 -0.05 0.43 -0.40 -0.60
H 2.973 -2.950 -2.337 -0.41 -0.43 -0.14 0.25
H 3.923 -2.004 -1.634 0.59 0.06 0.24 0.44
O 2.645 2.475 -4.369 0.13 0.23 -0.24 -0.63
H 1.731 2.234 -4.213 -0.47 0.19 0.03 0.29
H 3.125 1.650 -4.301 0.55 -0.31 0.23 0.38
O 1.364 -1.004 -4.582 0.11 -0.13 -0.07 -0.60
H 0.687 -1.680 -4.606 -0.22 -0.27 0.08 0.24
H 1.108 -0.384 -5.265 0.00 0.41 -0.29 0.29
O 2.034 5.451 2.628 0.45 0.85 0.47 -0.64
H 1.669 4.589 2.427 -0.14 -0.53 -0.23 0.47
H 1.269 6.020 2.713 -0.09 0.18 -0.01 0.28
O -0.171 2.219 -4.214 0.09 -0.13 0.13 -0.60
H -0.684 1.449 -3.971 -0.22 -0.38 0.16 0.23
H -0.795 2.796 -4.653 -0.11 0.27 -0.16 0.25
O 1.428 0.106 2.270 -0.20 0.46 -0.19 -0.51
H 1.468 0.037 3.224 0.22 0.25 0.45 0.26
H 1.456 -0.800 1.963 0.11 -0.48 -0.46 0.20
O -1.779 -0.416 -2.665 -0.16 0.46 -0.22 -0.22
H -1.640 -1.363 -2.694 0.21 -0.47 -0.13 0.26
H -1.466 -0.154 -1.799 0.09 0.35 0.31 0.09
O -3.689 2.691 3.543 0.21 -0.02 0.11 -0.58
H -3.606 1.738 3.552 -0.03 -0.14 -0.25 0.24
H -4.141 2.899 4.361 -0.17 0.26 0.16 0.25
O 4.545 0.340 -3.640 0.14 0.48 -0.10 -0.63
H 4.178 -0.426 -3.197 -0.36 -0.50 0.13 0.39
H 5.156 -0.023 -4.281 0.13 -0.06 -0.17 0.28
O -0.703 -3.006 -2.224 0.37 0.38 0.05 -0.59
H -0.532 -3.858 -2.626 0.17 -0.22 -0.18 0.21
H -1.403 -3.175 -1.593 -0.71 -0.31 0.34 0.28
O -2.061 3.652 1.404 0.06 0.12 0.16 -0.63
H -2.538 3.462 2.212 -0.50 0.06 0.49 0.25
H -1.140 3.665 1.666 0.81 -0.21 0.00 0.28
O -1.457 4.913 -0.907 0.25 0.09 -0.75 -0.65
H -0.611 5.265 -0.633 0.26 0.20 -0.01 0.30
H -1.851 4.578 -0.101 -0.40 -0.16 0.37 0.40
O 1.998 -4.469 -2.188 -0.20 0.04 -0.44 -0.63
H 2.610 -5.125 -2.522 0.24 -0.18 -0.22 0.27
H 1.709 -4.817 -1.344 -0.11 -0.11 0.65 0.35
O 0.854 3.223 1.750 -0.67 -0.17 0.74 -0.85
H 1.036 2.321 2.013 0.05 -0.42 0.14 0.11
H 1.027 3.239 0.809 0.24 0.11 -0.74 0.45
O 3.764 2.973 3.601 -0.01 -0.52 0.29 -0.58
H 4.480 3.578 3.795 0.06 0.30 0.03 0.29
H 3.766 2.897 2.647 -0.11 0.12 -0.28 0.29
O -4.336 -2.472 1.496 -0.18 -0.50 -0.42 -0.50
H -4.634 -3.209 2.028 -0.24 -0.19 0.12 0.23
H -4.033 -1.824 2.132 0.43 0.22 0.02 0.33
O -2.899 -0.016 -5.150 -0.16 0.24 -0.69 -0.63
H -2.485 0.150 -4.303 -0.02 -0.12 0.60 0.33
H -2.626 -0.904 -5.381 -0.01 -0.17 -0.06 0.27
O 0.677 2.530 -1.115 -0.41 0.08 0.47 -0.33
H -0.175 2.727 -1.505 -0.43 0.48 -0.13 0.24
H 0.943 1.706 -1.522 0.47 -0.68 -0.44 0.11
O -0.489 -1.787 4.263 -0.28 -0.16 0.55 -0.64
H -0.809 -1.772 5.165 -0.02 -0.28 0.44 0.23
H 0.413 -1.471 4.323 0.68 0.13 -0.08 0.30
O -4.250 2.638 0.140 -0.69 0.41 -0.38 -0.70
H -4.264 1.682 0.194 0.05 -0.22 0.17 0.42
H -3.433 2.890 0.571 0.26 -0.02 -0.18 0.36
O 1.883 -0.466 5.051 -0.33 -0.22 -0.05 -0.65
H 1.355 -0.093 5.757 -0.11 0.32 0.26 0.29
H 2.787 -0.364 5.347 0.41 0.04 -0.09 0.25
O -0.510 -0.228 0.059 -0.45 -0.70 0.16 0.62
H 0.104 -0.604 -0.572 0.29 0.09 -0.58 -0.22
H 0.029 0.342 0.608 0.19 0.50 0.33 -0.10
O -3.296 -4.250 -0.853 0.41 -0.07 -0.51 -0.63
H -3.495 -3.690 -0.103 -0.27 0.59 0.52 0.32
H -2.913 -5.039 -0.469 0.03 -0.24 0.11 0.31
O 2.075 -2.303 0.768 0.13 0.60 0.08 -0.20
H 2.686 -2.845 1.267 0.02 -0.47 0.24 0.23
H 1.520 -2.931 0.305 -0.13 -0.28 -0.28 -0.06
O -3.207 0.143 0.787 -0.60 0.05 -0.34 0.09
H -2.364 -0.015 0.362 0.41 -0.04 -0.14 0.12
H -3.020 0.077 1.723 0.28 -0.10 0.03 0.09
O 4.717 -1.476 -0.189 0.22 0.03 0.31 -0.68
H 3.946 -1.642 0.355 -0.47 0.20 0.06 0.30
H 5.451 -1.494 0.424 0.38 0.07 -0.06 0.29
O 1.651 -5.318 0.591 0.18 0.19 -0.27 -0.63
H 1.584 -6.272 0.546 0.07 -0.34 0.02 0.28
H 0.910 -5.050 1.134 -0.49 0.25 0.37 0.29
O -2.637 -0.857 3.196 -1.14 0.40 0.10 -0.59
H -3.193 -0.400 3.828 -0.30 0.05 0.27 0.29
H -1.869 -1.124 3.701 0.83 -0.01 0.01 0.41
O 1.453 0.051 -2.136 -0.38 0.51 1.39 0.04
H 1.403 -0.308 -3.022 0.05 -0.35 -1.00 -0.02
H 1.801 -0.667 -1.607 0.62 -0.21 -0.10 -0.07
O -0.686 -3.049 1.886 0.24 -0.77 -0.48 -0.56
H -0.460 -2.369 1.251 -0.19 0.47 -0.26 0.23
H -0.986 -2.567 2.657 0.02 -0.09 0.15 0.22
```
Forces are in eV/Å.

Computed frontier orbital gap (eV) in order:
9.6, 8.1
Computed E_HOMO (eV) in order:
-10.4, -9.3
Computed ΔE to the lowest compared entry with this formula, charge and spin (kJ/mol) in order:
493.6, 411.0